Here is a cluster of 2 separate species, C7H10 in total at a distorted geometry from the OMol25 dataset. Energies are from ωB97M-V with the def2-TZVPD basis set.

CARTESIAN COORDINATES (ANGSTROEM)
C1 1.17431 -0.40486 -1.87082
C2 1.91278 -0.32269 -0.77577
C3 -2.20231 0.79717 0.77319
C4 -0.91702 0.94467 0.63529
C5 0.57274 -0.91104 -0.64726
C6 0.07729 1.98278 0.92128
C7 0.08622 -2.23839 -0.20276
H1 1.08906 -0.24047 -2.91828
H2 2.83666 -0.06666 -0.31579
H3 -2.83878 1.54792 1.24238
H4 -2.71962 -0.08849 0.43709
H5 0.80471 2.02872 0.10505
H6 -0.37799 2.97322 1.03276
H7 0.61797 1.74203 1.83667
H8 0.86484 -3.00045 -0.31919
H9 -0.78389 -2.54143 -0.78188
H10 -0.19698 -2.20204 0.84805

Summary:
**E_LUMO (spin up / spin down)**: 0.04107 / -0.00245 Eh
**<S²>**: 2.015
**Orbital gap (spin up / spin down)**: 6.6327 / 9.3094 eV
**E_tot**: -272.433812 a.u.
**Multiplicity**: 3
**ΔE to the lowest compared entry with this formula, charge and spin**: 200.5 kJ/mol
**HOMO level (spin up / spin down)**: -5.5 / -9.4 eV

***

Here is a cluster of 2 separate species, C7H10BrI in total from the OMol25 dataset. Energies are from ωB97M-V with the def2-TZVPD basis set.

CARTESIAN COORDINATES (ANGSTROEM)
C1 0.54296 -1.28317 0.16764
C2 0.56808 -0.19954 1.26418
C3 1.54044 0.67146 -0.72078
C4 -0.71997 0.29116 -1.21163
C5 0.58746 -0.45630 -1.13813
C6 0.65576 1.10881 0.45002
C7 -0.67204 1.21601 -0.26168
Br1 -2.00376 2.43114 0.28774
I1 -3.83457 -1.06382 0.10187
H1 1.42219 -1.92267 0.23017
H2 -0.34082 -1.91498 0.21792
H3 -0.32345 -0.21453 1.89228
H4 1.43839 -0.30403 1.91129
H5 2.52103 0.31568 -0.41226
H6 1.65007 1.44166 -1.48264
H7 -1.52999 0.05240 -1.87519
H8 -3.30563 -1.12451 1.58485
H9 0.84581 -1.02969 -2.02461
H10 0.95806 1.98492 1.01896

Summary:
**E_LUMO**: 0.01952 Eh
**Orbital gap**: 9.3677 eV
**E_tot**: -3144.403469 a.u.
**Multiplicity**: 1
**SMILES string**: BrC1=C[C@@H]2CC[C@H]1C2.I
**ΔE to the lowest compared entry with this formula, charge and spin**: 0.0 kJ/mol
**HOMO level**: -8.8 eV

***

Here is the ion C7H10BrIN with charge +1 at a distorted geometry from the OMol25 dataset. Energies are from ωB97M-V with the def2-TZVPD basis set.

CARTESIAN COORDINATES (ANGSTROEM)
C1 2.56788 1.41053 0.57625
C2 2.09704 0.80651 -0.52613
C3 1.39457 -0.53733 -0.48637
C4 -0.04402 -0.29920 -0.04210
C5 -1.14669 0.00977 -1.07570
C6 -2.34072 0.15274 -0.11840
Br1 -2.56360 1.85614 0.71600
N1 -2.02682 -0.95900 0.81054
C7 -0.76790 -1.26264 0.84249
I1 0.00200 -2.77470 1.96055
H1 3.17832 0.88257 1.30532
H2 2.34837 2.45521 0.76944
H3 2.20991 1.31088 -1.48437
H4 1.44019 -0.98552 -1.48008
H5 1.91898 -1.15397 0.25183
H6 -0.02267 0.60757 0.58884
H7 -1.35957 -0.86113 -1.69741
H8 -0.88102 0.89286 -1.64874
H9 -3.26378 -0.12486 -0.61991
H10 -2.74046 -1.42642 1.35794

Summary:
**E_LUMO**: -0.17282 Eh
**Orbital gap**: 7.3942 eV
**Net charge**: +1
**E_tot**: -3198.864394 a.u.
**Multiplicity**: 1
**SMILES string**: C=CC[C@H]1C[C@H](Br)[NH+]=C1I
**HOMO level**: -12.1 eV

***

Here is a structure of composition C7H10BrN4 at a distorted geometry from the OMol25 dataset. Energies are from ωB97M-V with the def2-TZVPD basis set.

CARTESIAN COORDINATES (ANGSTROEM)
C1 -1.11040 1.79335 -0.19980
C2 -2.05634 2.29935 -0.70345
C3 0.34841 -1.22704 -1.18501
C4 1.33764 -2.23733 0.74735
C5 0.73392 0.19916 -0.87070
C6 -0.02923 1.03645 0.18866
C7 -3.27107 3.00576 -1.07247
N1 0.65299 -2.24204 -0.49453
N2 1.04741 -1.33451 1.59075
N3 2.17102 -3.26326 0.86221
N4 0.40051 0.96520 1.38631
Br1 2.67688 0.30778 -0.55480
H1 -0.19186 -1.52529 -2.05800
H2 0.71591 0.67114 -1.86174
H3 -3.93864 2.05303 -1.03716
H4 -3.17738 3.32760 -2.16015
H5 -3.37352 3.74197 -0.34376
H6 1.31783 -1.42783 2.50670
H7 2.06623 -3.92045 0.11766
H8 2.88363 -3.53003 1.60170
H9 -0.17676 1.44532 2.10843
H10 0.97281 -0.13835 1.43180

Summary:
**E_LUMO (spin up / spin down)**: -0.12863 / -0.30135 Eh
**<S²>**: 2.009
**Orbital gap (spin up / spin down)**: 6.0780 / 5.1264 eV
**Net charge**: +1
**E_tot**: -3065.260866 a.u.
**Multiplicity**: 3
**ΔE to the lowest compared entry with this formula, charge and spin**: 108.1 kJ/mol
**HOMO level (spin up / spin down)**: -9.6 / -13.3 eV

***

Here is a structure of composition C7H10Cl10F24NO4P3S2V at a distorted geometry from the OMol25 dataset. Energies are from ωB97M-V with the def2-TZVPD basis set.

CARTESIAN COORDINATES (ANGSTROEM)
V1 2.12536 1.37073 -0.55863
P1 -1.78361 2.06124 0.05859
F1 -2.27308 2.53173 1.52249
F2 -2.99360 0.98166 -0.04781
F3 -2.74520 3.16108 -0.77262
F4 -1.16808 1.54053 -1.36289
F5 -0.57243 3.10408 0.18144
F6 -0.92411 0.94130 0.73023
P2 2.45526 -1.26882 -3.99257
F7 3.88117 -1.29865 -3.14209
F8 2.44712 -2.96685 -4.04587
F9 1.72407 -1.32860 -2.53945
F10 1.00340 -1.25230 -4.59749
F11 2.40937 0.41522 -3.82695
F12 3.29032 -1.15658 -5.38968
P3 5.33428 3.78290 -0.14037
F13 5.38370 2.25620 -0.69042
F14 6.25521 4.45611 -1.34445
F15 3.89480 3.93817 -0.85877
F16 5.24117 5.30945 0.32791
F17 4.57116 3.16949 1.12187
F18 6.82800 3.49009 0.57712
C1 4.37986 -6.65889 1.69034
F19 3.54912 -7.39193 2.41608
F20 5.33534 -6.09756 2.52445
F21 4.99559 -7.44392 0.83705
S1 3.45464 -5.30896 0.64598
O1 3.43041 -5.74856 -0.74146
O2 2.16114 -4.93444 1.17763
N1 4.52962 -3.96624 0.43254
S2 4.37877 -3.05592 1.72054
O3 3.76555 -1.74746 1.39986
O4 3.89781 -3.70529 2.91855
C2 6.26985 -2.61327 2.10028
F22 6.99364 -3.74838 1.78824
F23 6.64999 -1.47524 1.36184
F24 6.36792 -2.23527 3.40620
C3 -6.42252 5.02351 4.26049
Cl1 -4.81066 5.64877 4.16299
Cl2 -7.61953 6.41360 4.61622
H1 -6.78928 4.64611 3.30594
H2 -6.52739 4.31408 5.08136
C4 -0.40976 1.34931 6.56319
Cl3 0.21737 2.27776 7.98254
Cl4 0.91154 0.94808 5.44106
H3 -0.83717 0.36975 6.77742
H4 -1.11836 1.95742 6.00091
C5 -4.76040 3.96475 -5.24672
Cl5 -5.13366 2.20550 -5.31882
Cl6 -3.07323 4.31157 -5.12582
H5 -5.17890 4.39939 -6.15449
H6 -5.26687 4.48037 -4.43080
C6 -3.33527 -2.90487 -3.30500
Cl7 -4.76888 -3.20316 -4.34127
Cl8 -2.15299 -4.17642 -3.66188
H7 -2.85869 -1.95505 -3.54754
H8 -3.53749 -2.94873 -2.23482
C7 -8.18386 -0.83454 -1.24718
Cl9 -8.64987 -2.21508 -0.19818
Cl10 -8.81979 0.72660 -0.73767
H9 -7.09408 -0.84031 -1.22643
H10 -8.32382 -1.06529 -2.30324

Summary:
**E_LUMO (spin up / spin down)**: -0.07113 / -0.02033 Eh
**<S²>**: 3.751
**Orbital gap (spin up / spin down)**: 3.3999 / 4.7824 eV
**Net charge**: -2
**E_tot**: -10392.111953 a.u.
**Multiplicity**: 4
**ΔE to the lowest compared entry with this formula, charge and spin**: 600.1 kJ/mol
**HOMO level (spin up / spin down)**: -5.3 / -5.3 eV

***

Here is a cluster of 2 separate species, C7H10Cl2N2O in total at a distorted geometry from the OMol25 dataset. Energies are from ωB97M-V with the def2-TZVPD basis set.

CARTESIAN COORDINATES (ANGSTROEM)
C1 1.54879 2.37542 2.35879
C2 2.64129 2.42908 1.44819
C3 0.43704 2.16279 1.57314
C4 -1.45216 -3.34270 -0.91162
C5 0.05418 1.63777 -0.73968
C6 -1.17515 -2.18938 -1.83051
C7 -0.53680 -0.39611 -0.33044
N1 2.23880 2.14306 0.21111
N2 0.90118 1.98250 0.30671
O1 -1.37701 -0.90710 -1.28703
Cl1 -1.46444 -0.20896 1.15299
Cl2 0.90047 -1.20415 -0.02233
H1 1.46762 2.45790 3.41273
H2 3.66415 2.62077 1.80302
H3 -0.61309 2.14221 1.76287
H4 -2.53081 -3.54434 -0.70064
H5 -1.17195 -4.25456 -1.30287
H6 -0.91603 -3.18297 0.10112
H7 0.46434 1.52117 -1.64644
H8 -1.00156 2.17327 -0.66227
H9 -1.95904 -2.16540 -2.64046
H10 -0.11980 -2.25024 -2.05638

Summary:
**E_LUMO**: 0.02411 Eh
**Orbital gap**: 9.0474 eV
**E_tot**: -1377.736204 a.u.
**Multiplicity**: 1
**ΔE to the lowest compared entry with this formula, charge and spin**: 157.3 kJ/mol
**HOMO level**: -8.4 eV

***

What did the fifth record say?
Here is a structure of composition C7H10Cl10F24NO4P3S2V at a distorted geometry from the OMol25 dataset. Energies are from ωB97M-V with the def2-TZVPD basis set.

CARTESIAN COORDINATES (ANGSTROEM)
V1 2.12536 1.37073 -0.55863
P1 -1.78361 2.06124 0.05859
F1 -2.27308 2.53173 1.52249
F2 -2.99360 0.98166 -0.04781
F3 -2.74520 3.16108 -0.77262
F4 -1.16808 1.54053 -1.36289
F5 -0.57243 3.10408 0.18144
F6 -0.92411 0.94130 0.73023
P2 2.45526 -1.26882 -3.99257
F7 3.88117 -1.29865 -3.14209
F8 2.44712 -2.96685 -4.04587
F9 1.72407 -1.32860 -2.53945
F10 1.00340 -1.25230 -4.59749
F11 2.40937 0.41522 -3.82695
F12 3.29032 -1.15658 -5.38968
P3 5.33428 3.78290 -0.14037
F13 5.38370 2.25620 -0.69042
F14 6.25521 4.45611 -1.34445
F15 3.89480 3.93817 -0.85877
F16 5.24117 5.30945 0.32791
F17 4.57116 3.16949 1.12187
F18 6.82800 3.49009 0.57712
C1 4.37986 -6.65889 1.69034
F19 3.54912 -7.39193 2.41608
F20 5.33534 -6.09756 2.52445
F21 4.99559 -7.44392 0.83705
S1 3.45464 -5.30896 0.64598
O1 3.43041 -5.74856 -0.74146
O2 2.16114 -4.93444 1.17763
N1 4.52962 -3.96624 0.43254
S2 4.37877 -3.05592 1.72054
O3 3.76555 -1.74746 1.39986
O4 3.89781 -3.70529 2.91855
C2 6.26985 -2.61327 2.10028
F22 6.99364 -3.74838 1.78824
F23 6.64999 -1.47524 1.36184
F24 6.36792 -2.23527 3.40620
C3 -6.42252 5.02351 4.26049
Cl1 -4.81066 5.64877 4.16299
Cl2 -7.61953 6.41360 4.61622
H1 -6.78928 4.64611 3.30594
H2 -6.52739 4.31408 5.08136
C4 -0.40976 1.34931 6.56319
Cl3 0.21737 2.27776 7.98254
Cl4 0.91154 0.94808 5.44106
H3 -0.83717 0.36975 6.77742
H4 -1.11836 1.95742 6.00091
C5 -4.76040 3.96475 -5.24672
Cl5 -5.13366 2.20550 -5.31882
Cl6 -3.07323 4.31157 -5.12582
H5 -5.17890 4.39939 -6.15449
H6 -5.26687 4.48037 -4.43080
C6 -3.33527 -2.90487 -3.30500
Cl7 -4.76888 -3.20316 -4.34127
Cl8 -2.15299 -4.17642 -3.66188
H7 -2.85869 -1.95505 -3.54754
H8 -3.53749 -2.94873 -2.23482
C7 -8.18386 -0.83454 -1.24718
Cl9 -8.64987 -2.21508 -0.19818
Cl10 -8.81979 0.72660 -0.73767
H9 -7.09408 -0.84031 -1.22643
H10 -8.32382 -1.06529 -2.30324

Summary:
**E_LUMO (spin up / spin down)**: -0.07113 / -0.02033 Eh
**<S²>**: 3.751
**Orbital gap (spin up / spin down)**: 3.3999 / 4.7824 eV
**Net charge**: -2
**E_tot**: -10392.111953 a.u.
**Multiplicity**: 4
**ΔE to the lowest compared entry with this formula, charge and spin**: 600.1 kJ/mol
**HOMO level (spin up / spin down)**: -5.3 / -5.3 eV

***

Question: E_tot of number 6 (C7H10Cl2N2O)?
Answer: -1377.736204 a.u.

***

Question: Among the records above, which one has the highest E_tot?
Answer: C7H10

***

Copy entry 6 word for word.
Here is a cluster of 2 separate species, C7H10Cl2N2O in total at a distorted geometry from the OMol25 dataset. Energies are from ωB97M-V with the def2-TZVPD basis set.

CARTESIAN COORDINATES (ANGSTROEM)
C1 1.54879 2.37542 2.35879
C2 2.64129 2.42908 1.44819
C3 0.43704 2.16279 1.57314
C4 -1.45216 -3.34270 -0.91162
C5 0.05418 1.63777 -0.73968
C6 -1.17515 -2.18938 -1.83051
C7 -0.53680 -0.39611 -0.33044
N1 2.23880 2.14306 0.21111
N2 0.90118 1.98250 0.30671
O1 -1.37701 -0.90710 -1.28703
Cl1 -1.46444 -0.20896 1.15299
Cl2 0.90047 -1.20415 -0.02233
H1 1.46762 2.45790 3.41273
H2 3.66415 2.62077 1.80302
H3 -0.61309 2.14221 1.76287
H4 -2.53081 -3.54434 -0.70064
H5 -1.17195 -4.25456 -1.30287
H6 -0.91603 -3.18297 0.10112
H7 0.46434 1.52117 -1.64644
H8 -1.00156 2.17327 -0.66227
H9 -1.95904 -2.16540 -2.64046
H10 -0.11980 -2.25024 -2.05638

Summary:
**E_LUMO**: 0.02411 Eh
**Orbital gap**: 9.0474 eV
**E_tot**: -1377.736204 a.u.
**Multiplicity**: 1
**ΔE to the lowest compared entry with this formula, charge and spin**: 157.3 kJ/mol
**HOMO level**: -8.4 eV